Version 1
{
  "formula": "C40H110N10O10",
  "method": "ωB97M-V/def2-TZVPD",
  "homo_lumo_gap_ev": 9.13,
  "spin_multiplicity": 1,
  "total_charge": 0,
  "elements": ["C", "O", "C", "C", "C", "N", "H", "H", "H", "H", "H", "H", "H", "H", "H", "H", "H", "C", "O", "C", "C", "C", "N", "H", "H", "H", "H", "H", "H", "H", "H", "H", "H", "H", "C", "O", "C", "C", "C", "N", "H", "H", "H", "H", "H", "H", "H", "H", "H", "H", "H", "C", "O", "C", "C", "C", "N", "H", "H", "H", "H", "H", "H", "H", "H", "H", "H", "H", "C", "O", "C", "C", "C", "N", "H", "H", "H", "H", "H", "H", "H", "H", "H", "H", "H", "C", "O", "C", "C", "C", "N", "H", "H", "H", "H", "H", "H", "H", "H", "H", "H", "H", "C", "O", "C", "C", "C", "N", "H", "H", "H", "H", "H", "H", "H", "H", "H", "H", "H", "C", "O", "C", "C", "C", "N", "H", "H", "H", "H", "H", "H", "H", "H", "H", "H", "H", "C", "O", "C", "C", "C", "N", "H", "H", "H", "H", "H", "H", "H", "H", "H", "H", "H", "C", "O", "C", "C", "C", "N", "H", "H", "H", "H", "H", "H", "H", "H", "H", "H", "H"],
  "xyz": [[-7.56, 26.51, -0.09], [-7.63, 25.23, -0.68], [-7.09, 24.24, 0.16], [-6.89, 22.96, -0.64], [-8.21, 22.28, -1.06], [-6.05, 22.02, 0.13], [-8.36, 26.72, 0.62], [-7.71, 27.19, -0.94], [-6.59, 26.82, 0.33], [-6.06, 24.48, 0.45], [-7.63, 24.11, 1.11], [-6.34, 23.18, -1.56], [-8.11, 21.42, -1.71], [-8.98, 22.94, -1.46], [-8.67, 21.96, -0.11], [-6.45, 21.99, 1.07], [-6.25, 21.08, -0.22], [-13.35, 29.22, -10.93], [-14.02, 29.13, -9.71], [-14.12, 30.31, -8.97], [-14.32, 30.01, -7.50], [-14.70, 31.21, -6.62], [-13.15, 29.31, -6.92], [-13.97, 29.77, -11.64], [-13.24, 28.20, -11.33], [-12.35, 29.66, -10.93], [-13.23, 30.94, -9.15], [-14.94, 30.99, -9.24], [-15.15, 29.29, -7.43], [-15.70, 31.62, -6.79], [-13.88, 31.92, -6.56], [-14.81, 30.81, -5.60], [-13.55, 28.64, -6.27], [-12.78, 28.80, -7.72], [-7.86, 28.17, -4.03], [-9.26, 28.34, -4.15], [-9.71, 28.46, -5.47], [-9.56, 29.88, -6.06], [-10.23, 30.95, -5.21], [-10.07, 30.06, -7.43], [-7.28, 28.87, -4.65], [-7.62, 27.19, -4.46], [-7.55, 28.19, -2.99], [-9.29, 27.71, -6.16], [-10.77, 28.18, -5.54], [-8.48, 30.07, -6.01], [-10.02, 31.97, -5.50], [-9.87, 30.75, -4.19], [-11.30, 30.76, -5.23], [-11.04, 29.75, -7.37], [-9.62, 29.35, -8.01], [-8.41, 26.58, -12.82], [-8.70, 27.10, -11.55], [-9.27, 26.10, -10.75], [-9.58, 26.60, -9.33], [-10.15, 25.58, -8.37], [-10.42, 27.86, -9.40], [-9.28, 26.16, -13.34], [-7.61, 25.83, -12.87], [-8.11, 27.42, -13.45], [-10.21, 25.74, -11.21], [-8.61, 25.24, -10.56], [-8.57, 26.91, -9.02], [-10.81, 24.89, -8.91], [-10.63, 26.09, -7.55], [-9.37, 24.93, -7.97], [-11.33, 27.40, -9.44], [-10.26, 28.20, -10.34], [-12.43, 27.57, -2.78], [-12.87, 26.25, -3.00], [-12.14, 25.24, -2.32], [-12.33, 25.33, -0.79], [-11.01, 25.76, -0.15], [-12.71, 24.04, -0.18], [-12.78, 28.00, -1.83], [-12.70, 28.20, -3.62], [-11.33, 27.59, -2.69], [-12.49, 24.31, -2.77], [-11.08, 25.30, -2.58], [-13.10, 26.05, -0.51], [-10.29, 24.95, -0.23], [-11.17, 25.96, 0.92], [-10.78, 26.78, -0.45], [-13.38, 23.57, -0.77], [-11.86, 23.48, -0.17], [-10.34, 37.59, -4.30], [-11.63, 37.06, -4.11], [-11.87, 36.32, -2.95], [-10.86, 35.16, -2.74], [-10.88, 34.02, -3.73], [-11.01, 34.60, -1.37], [-9.55, 36.89, -4.58], [-9.99, 38.18, -3.44], [-10.41, 38.27, -5.15], [-11.90, 36.85, -1.98], [-12.84, 35.85, -3.11], [-9.87, 35.62, -2.66], [-10.57, 34.34, -4.73], [-11.83, 33.50, -3.78], [-10.01, 33.39, -3.54], [-11.27, 35.36, -0.74], [-11.84, 34.00, -1.38], [-10.02, 31.19, -10.37], [-10.19, 31.91, -11.59], [-9.00, 31.87, -12.35], [-8.87, 30.63, -13.24], [-7.52, 30.35, -13.84], [-9.85, 30.75, -14.36], [-9.43, 31.78, -9.67], [-9.51, 30.23, -10.44], [-10.99, 31.07, -9.90], [-8.97, 32.75, -12.99], [-8.09, 31.87, -11.73], [-9.21, 29.79, -12.60], [-7.44, 29.41, -14.38], [-6.63, 30.44, -13.20], [-7.32, 31.13, -14.58], [-10.76, 30.81, -13.92], [-9.83, 29.83, -14.81], [-7.23, 32.79, -7.06], [-6.70, 34.05, -6.66], [-6.83, 34.33, -5.28], [-6.35, 35.77, -5.07], [-4.87, 35.87, -5.34], [-6.74, 36.27, -3.73], [-8.30, 32.82, -7.26], [-7.07, 32.05, -6.27], [-6.62, 32.50, -7.90], [-7.91, 34.29, -5.08], [-6.34, 33.56, -4.67], [-6.87, 36.40, -5.80], [-4.54, 36.92, -5.29], [-4.60, 35.35, -6.25], [-4.29, 35.59, -4.44], [-6.82, 35.48, -3.09], [-5.87, 36.65, -3.38], [-1.44, 28.22, -3.07], [-2.36, 27.24, -3.51], [-2.65, 26.27, -2.53], [-3.70, 26.68, -1.51], [-3.98, 25.54, -0.55], [-4.93, 27.06, -2.26], [-1.31, 29.03, -3.78], [-0.50, 27.74, -2.75], [-1.79, 28.70, -2.14], [-3.09, 25.45, -3.11], [-1.73, 25.87, -2.10], [-3.37, 27.65, -1.11], [-3.01, 25.30, -0.10], [-4.34, 24.64, -1.05], [-4.68, 25.81, 0.24], [-5.55, 27.49, -1.58], [-4.60, 27.76, -2.91], [-8.96, 24.40, -4.24], [-7.84, 24.18, -5.07], [-6.82, 23.52, -4.30], [-5.47, 23.65, -5.03], [-4.29, 23.02, -4.28], [-5.15, 25.05, -5.26], [-8.77, 24.95, -3.31], [-9.32, 23.42, -3.90], [-9.72, 24.95, -4.80], [-6.77, 24.03, -3.34], [-7.16, 22.49, -4.13], [-5.57, 23.18, -6.01], [-4.40, 21.93, -4.20], [-4.39, 23.34, -3.24], [-3.34, 23.26, -4.74], [-5.96, 25.51, -5.68], [-4.97, 25.54, -4.39]]
}



Version 2
{
  "formula": "C40H110N10O10",
  "method": "ωB97M-V/def2-TZVPD",
  "homo_lumo_gap_ev": 9.29,
  "spin_multiplicity": 1,
  "total_charge": 0,
  "elements": ["C", "O", "C", "C", "C", "N", "H", "H", "H", "H", "H", "H", "H", "H", "H", "H", "H", "C", "O", "C", "C", "C", "N", "H", "H", "H", "H", "H", "H", "H", "H", "H", "H", "H", "C", "O", "C", "C", "C", "N", "H", "H", "H", "H", "H", "H", "H", "H", "H", "H", "H", "C", "O", "C", "C", "C", "N", "H", "H", "H", "H", "H", "H", "H", "H", "H", "H", "H", "C", "O", "C", "C", "C", "N", "H", "H", "H", "H", "H", "H", "H", "H", "H", "H", "H", "C", "O", "C", "C", "C", "N", "H", "H", "H", "H", "H", "H", "H", "H", "H", "H", "H", "C", "O", "C", "C", "C", "N", "H", "H", "H", "H", "H", "H", "H", "H", "H", "H", "H", "C", "O", "C", "C", "C", "N", "H", "H", "H", "H", "H", "H", "H", "H", "H", "H", "H", "C", "O", "C", "C", "C", "N", "H", "H", "H", "H", "H", "H", "H", "H", "H", "H", "H", "C", "O", "C", "C", "C", "N", "H", "H", "H", "H", "H", "H", "H", "H", "H", "H", "H"],
  "xyz": [[4.39, 8.15, -4.12], [3.71, 6.98, -4.48], [3.58, 6.10, -3.40], [3.32, 4.68, -3.87], [3.28, 3.74, -2.70], [4.29, 4.23, -4.88], [4.42, 8.83, -4.98], [5.44, 7.97, -3.87], [3.92, 8.67, -3.28], [4.48, 6.09, -2.76], [2.76, 6.37, -2.72], [2.33, 4.64, -4.35], [2.44, 4.07, -2.08], [4.17, 3.92, -2.08], [3.27, 2.67, -2.88], [5.21, 4.20, -4.45], [4.39, 4.97, -5.58], [-3.06, 2.43, -4.42], [-3.79, 3.60, -4.69], [-5.11, 3.51, -4.23], [-5.89, 4.75, -4.61], [-6.22, 4.74, -6.10], [-5.14, 5.99, -4.33], [-2.02, 2.64, -4.70], [-3.42, 1.55, -4.95], [-2.95, 2.28, -3.33], [-5.61, 2.63, -4.67], [-5.10, 3.28, -3.15], [-6.84, 4.76, -4.07], [-6.50, 5.70, -6.52], [-7.06, 4.05, -6.28], [-5.42, 4.29, -6.69], [-4.27, 5.90, -4.84], [-4.89, 6.02, -3.35], [-0.70, -2.13, 1.21], [-0.49, -0.91, 0.53], [0.80, -0.81, -0.04], [0.92, 0.59, -0.61], [0.13, 0.75, -1.91], [2.34, 0.93, -0.71], [-1.61, -2.02, 1.79], [0.14, -2.45, 1.83], [-0.82, -2.91, 0.44], [1.61, -1.02, 0.66], [0.89, -1.56, -0.85], [0.46, 1.26, 0.12], [0.48, 1.70, -2.33], [-0.94, 0.89, -1.80], [0.36, -0.03, -2.65], [2.55, 1.89, -0.95], [2.74, 0.32, -1.41], [0.60, 4.54, 5.73], [1.73, 3.80, 5.32], [2.26, 4.18, 4.07], [1.26, 4.09, 2.94], [0.68, 2.69, 2.76], [1.94, 4.53, 1.68], [0.77, 5.62, 5.73], [0.49, 4.30, 6.79], [-0.31, 4.20, 5.24], [2.69, 5.19, 4.14], [3.14, 3.55, 3.91], [0.52, 4.87, 3.07], [0.10, 2.32, 3.61], [1.47, 1.93, 2.71], [0.06, 2.67, 1.87], [2.55, 3.79, 1.32], [1.21, 4.70, 1.01], [6.10, -0.18, -7.34], [5.86, -1.12, -6.30], [5.39, -0.50, -5.12], [5.34, -1.57, -4.04], [4.50, -1.14, -2.86], [6.68, -1.92, -3.57], [5.14, 0.13, -7.76], [6.55, -0.75, -8.15], [6.70, 0.68, -7.06], [6.06, 0.33, -4.84], [4.39, -0.09, -5.35], [4.88, -2.44, -4.50], [3.46, -0.94, -3.10], [5.01, -0.37, -2.27], [4.43, -1.95, -2.13], [7.09, -1.06, -3.19], [7.25, -2.19, -4.36], [-2.63, -8.36, 5.57], [-2.65, -7.45, 4.49], [-2.21, -6.17, 4.85], [-1.81, -5.41, 3.59], [-0.46, -5.93, 3.06], [-1.79, -3.99, 3.87], [-1.66, -8.85, 5.66], [-3.34, -9.17, 5.39], [-2.93, -7.93, 6.53], [-3.04, -5.58, 5.27], [-1.43, -6.12, 5.62], [-2.50, -5.70, 2.80], [0.26, -6.03, 3.88], [0.04, -5.28, 2.34], [-0.59, -6.93, 2.65], [-1.69, -3.37, 3.08], [-0.99, -3.81, 4.48], [-2.61, -3.32, -1.56], [-1.69, -3.78, -2.51], [-1.67, -5.19, -2.64], [-0.69, -5.60, -3.71], [-1.07, -4.93, -5.04], [-0.68, -7.05, -3.80], [-2.20, -2.37, -1.21], [-2.80, -3.98, -0.71], [-3.58, -3.11, -2.03], [-1.32, -5.65, -1.70], [-2.70, -5.52, -2.84], [0.29, -5.25, -3.40], [-2.14, -4.79, -5.19], [-0.72, -5.53, -5.89], [-0.63, -3.94, -5.18], [-0.27, -7.30, -4.70], [-1.62, -7.44, -3.87], [7.98, 3.27, -1.16], [7.38, 3.09, 0.09], [5.98, 2.92, 0.02], [5.49, 2.35, 1.35], [6.05, 0.95, 1.61], [4.03, 2.36, 1.36], [8.00, 4.31, -1.51], [7.54, 2.60, -1.90], [9.04, 3.00, -1.08], [5.46, 3.85, -0.20], [5.73, 2.14, -0.73], [5.85, 3.05, 2.11], [5.61, 0.26, 0.89], [5.83, 0.67, 2.64], [7.14, 0.97, 1.58], [3.70, 2.52, 2.30], [3.57, 1.56, 0.95], [-6.21, -6.77, 2.79], [-6.65, -5.53, 3.29], [-7.04, -4.56, 2.36], [-6.02, -4.22, 1.29], [-4.80, -3.54, 1.92], [-6.67, -3.34, 0.29], [-6.34, -6.82, 1.71], [-6.78, -7.62, 3.18], [-5.16, -6.98, 3.05], [-7.99, -4.78, 1.85], [-7.25, -3.64, 2.92], [-5.73, -5.09, 0.70], [-4.40, -4.21, 2.69], [-5.17, -2.64, 2.41], [-4.05, -3.26, 1.18], [-6.09, -3.37, -0.55], [-6.59, -2.35, 0.54], [-2.82, -1.05, 5.23], [-2.39, -0.22, 6.26], [-3.40, 0.53, 6.88], [-2.79, 1.79, 7.42], [-3.77, 2.73, 8.10], [-2.11, 2.53, 6.30], [-2.00, -1.28, 4.56], [-3.50, -0.57, 4.50], [-3.28, -1.98, 5.58], [-4.17, 0.82, 6.14], [-3.95, -0.02, 7.66], [-1.94, 1.60, 8.07], [-4.48, 3.10, 7.36], [-3.26, 3.54, 8.62], [-4.31, 2.18, 8.87], [-1.91, 1.89, 5.54], [-2.78, 3.22, 5.97]]
}



Computed stability ranking, most favorable first: version 2, version 1